1) The following is a quantum chemistry calculation of one molecule with the formula C11H11NO3, from OMol25.

Last column: natural (NBO) charge in e.
Atoms and positions in Å:
C  -4.53  -0.21  -0.56  -0.7185
C  -3.32  0.65  -0.39  0.5262
O  -3.31  1.86  -0.66  -0.5408
C  -2.10  0.13  0.22  -0.0179
N  -1.76  -1.15  0.45  0.4215
O  -2.39  -2.21  0.28  -0.4314
O  -0.49  -1.45  0.91  -0.3334
C  0.33  -0.30  1.23  0.0948
C  1.61  -0.14  0.44  -0.0883
C  2.80  0.34  1.09  -0.1927
C  3.96  0.51  0.38  -0.2090
C  3.99  0.26  -1.03  -0.1974
C  2.84  -0.25  -1.63  -0.1981
C  1.67  -0.38  -0.88  -0.2039
C  -0.78  0.83  0.67  -0.4250
H  -4.32  -1.10  0.05  0.2483
H  -4.49  -0.62  -1.62  0.2549
H  -5.33  0.40  -0.16  0.2506
H  0.51  -0.33  2.40  0.2105
H  2.79  0.44  2.15  0.2109
H  4.81  0.69  1.04  0.2207
H  4.97  0.28  -1.50  0.2198
H  2.82  -0.42  -2.69  0.2184
H  0.88  -0.82  -1.50  0.2235
H  -0.99  1.73  1.34  0.2351
H  -0.18  1.26  -0.04  0.2215

The structure (SMILES) is CC(=O)C1=[N+]([O-])O[C@@H](c2ccccc2)C1. The calculation puts the LUMO energy at -0.24 eV. The HOMO energy comes out at -0.338 Eh.

2) The following is a quantum chemistry calculation of one molecule with the formula C11H11NO3, from OMol25.

Last column: natural (NBO) charge in e.
Atoms and positions in Å:
C  3.17  -0.09  0.19  -0.1982
C  2.75  -1.02  -0.74  -0.2327
C  2.32  0.93  0.68  -0.2180
C  1.51  -0.91  -1.36  -0.1798
C  1.05  1.03  0.06  -0.0436
C  0.66  0.17  -1.03  -0.0823
C  -2.95  -0.39  0.10  0.7587
C  -1.14  0.94  1.26  -0.5100
C  -0.20  1.88  0.21  0.1004
C  -0.72  0.46  -1.41  0.1249
C  -1.47  -0.20  0.42  0.0204
N  -0.76  -1.40  0.62  -0.8669
O  -3.29  -1.63  -0.23  -0.6762
O  -3.66  0.57  0.05  -0.5767
O  -0.88  1.78  -1.02  -0.4708
H  4.05  -0.26  0.72  0.2081
H  3.52  -1.74  -1.02  0.2198
H  2.60  1.58  1.41  0.2114
H  1.23  -1.75  -2.02  0.2209
H  -0.53  0.79  2.16  0.2340
H  -2.18  1.51  1.22  0.2868
H  -0.18  2.90  0.37  0.2130
H  -1.27  0.23  -2.27  0.2176
H  -2.60  -2.14  -0.54  0.4972
H  -1.18  -2.01  1.22  0.3638
H  0.18  -1.24  0.97  0.3783

The calculation puts the LUMO energy at 0.42 eV. The HOMO energy comes out at -0.301 Eh.

2) wins, 245.5 kJ/mol ahead of the next structure.

1) The following is a quantum chemistry calculation of a 11-piece molecular cluster, C17H56O11 overall, from OMol25.

Last column: Mulliken charge in e.
Atoms and positions in Å:
C  6.35  8.77  7.37  -1.5061
C  7.52  8.50  8.30  1.6196
C  7.18  7.62  9.51  -1.3385
O  8.67  7.83  7.70  -0.4991
H  6.65  9.32  6.52  0.3571
H  5.75  9.52  7.92  0.2976
H  5.74  7.88  7.15  0.3475
H  7.84  9.48  8.66  -0.5995
H  8.05  7.63  10.22  0.2303
H  6.93  6.66  9.12  0.4503
H  6.34  7.99  10.07  0.3779
H  8.42  6.90  7.53  0.3061
C  6.21  13.66  10.29  -1.5173
C  6.71  12.53  9.43  0.8953
C  6.45  12.77  7.95  -1.3351
O  8.08  12.39  9.64  -0.3398
H  6.53  14.60  9.90  0.3708
H  6.64  13.62  11.30  0.2911
H  5.14  13.56  10.42  0.4198
H  6.24  11.63  9.83  0.1270
H  7.17  13.48  7.58  0.3947
H  5.46  13.13  7.68  0.3935
H  6.62  11.95  7.19  0.1766
H  8.42  11.94  8.88  0.3824
C  14.68  8.06  7.20  -1.3628
C  14.84  7.20  8.42  1.1177
C  15.77  6.06  8.30  -1.5220
O  15.18  8.13  9.45  -0.3803
H  13.90  8.82  7.30  0.1180
H  14.43  7.47  6.30  0.4017
H  15.61  8.59  7.03  0.3503
H  13.90  6.70  8.74  0.1122
H  15.37  5.33  7.55  0.3660
H  15.87  5.48  9.21  0.2976
H  16.78  6.36  8.00  0.3292
H  15.14  7.71  10.37  0.2010
C  8.83  11.87  13.04  -0.4638
O  10.00  11.03  12.71  -0.5272
H  8.39  11.56  14.00  0.3795
H  9.12  12.92  13.16  0.2617
H  8.11  11.84  12.19  -0.0217
H  10.34  11.30  11.82  0.3211
C  11.66  13.34  9.89  -0.5583
O  10.67  12.55  10.37  -0.1438
H  12.66  12.88  10.03  0.0870
H  11.60  13.49  8.78  0.1796
H  11.64  14.30  10.37  0.3186
H  9.83  12.76  9.96  0.3958
C  10.26  8.85  14.47  -0.6066
O  9.76  8.39  13.23  -0.5751
H  9.44  8.81  15.21  0.1774
H  10.99  8.17  14.76  0.3442
H  10.65  9.84  14.28  0.2550
H  9.50  9.25  12.77  0.3964
C  10.19  11.37  6.33  -0.7589
O  9.54  11.54  7.68  -0.4989
H  11.26  11.57  6.45  0.2352
H  10.12  10.34  5.99  0.2731
H  9.75  12.12  5.72  0.2867
H  10.16  11.06  8.27  -0.0048
C  15.35  11.00  11.00  -0.6008
O  14.83  11.07  9.70  -0.5109
H  15.06  10.14  11.54  0.1877
H  16.46  11.04  10.91  0.2732
H  14.99  11.90  11.54  0.2771
H  14.96  10.15  9.40  0.3355
C  14.77  5.65  12.24  -0.8564
O  14.19  6.85  11.84  -0.4074
H  15.83  5.74  12.52  0.2864
H  14.25  5.28  13.15  0.3312
H  14.77  4.84  11.44  0.2282
H  13.26  6.86  12.15  0.4889
C  11.26  5.36  13.46  -0.7979
O  11.74  6.41  12.64  -0.4749
H  11.05  5.67  14.48  0.3098
H  10.39  4.91  13.03  0.3051
H  12.05  4.59  13.43  0.3004
H  11.01  7.09  12.55  0.2943
C  11.71  8.87  9.57  0.1500
O  11.86  10.12  8.86  -0.1887
H  12.64  8.40  9.90  -0.1360
H  11.06  8.94  10.50  -0.2009
H  11.21  8.22  8.82  0.3140
H  12.61  10.65  9.19  0.0094

The structure (SMILES) is CC(C)O.CC(C)O.CC(C)O.CO.CO.CO.CO.CO.CO.CO.CO. The calculation puts the LUMO energy at 0.70 eV. The HOMO energy comes out at -0.364 Eh.

2) The following is a quantum chemistry calculation of a 11-piece molecular cluster, C17H56O11 overall, from OMol25.

Last column: Mulliken charge in e.
Atoms and positions in Å:
C  7.35  17.93  -13.08  -0.8669
C  8.31  18.93  -13.89  0.5904
C  7.43  19.71  -14.95  -1.4643
O  9.07  19.71  -12.98  -0.5774
H  8.03  17.33  -12.48  0.0166
H  6.91  17.23  -13.79  0.4507
H  6.55  18.41  -12.53  0.2899
H  9.11  18.45  -14.45  0.1566
H  8.17  20.37  -15.40  0.3929
H  6.54  20.27  -14.66  0.3389
H  7.13  19.03  -15.75  0.3820
H  9.45  19.12  -12.32  0.4054
C  14.18  18.77  -7.24  -1.2370
C  15.35  19.49  -7.79  0.6971
C  16.47  18.53  -8.31  -1.0132
O  15.02  20.43  -8.82  -0.5417
H  13.60  18.28  -8.03  0.0933
H  13.39  19.34  -6.76  0.3854
H  14.51  18.03  -6.51  0.4742
H  15.69  20.16  -7.01  0.1249
H  16.56  17.70  -7.61  0.3578
H  17.46  18.94  -8.50  0.4169
H  16.23  18.19  -9.32  -0.0550
H  14.09  20.61  -8.92  0.4810
C  13.91  16.53  -11.76  -0.7431
C  15.34  16.75  -12.38  0.4978
C  16.50  16.04  -11.60  -1.3584
O  15.23  16.42  -13.68  -0.6161
H  13.61  15.56  -11.36  0.4522
H  13.07  16.94  -12.32  0.1301
H  13.85  17.26  -10.96  -0.0045
H  15.65  17.79  -12.37  0.2833
H  16.48  16.40  -10.57  0.2441
H  17.48  16.35  -11.97  0.3636
H  16.58  14.96  -11.76  0.3707
H  14.76  15.59  -13.71  0.3694
C  8.46  21.11  -7.52  -0.7802
O  9.54  20.73  -8.38  -0.5680
H  7.49  20.65  -7.72  0.2941
H  8.80  20.77  -6.55  0.2412
H  8.47  22.20  -7.43  0.3494
H  9.36  20.97  -9.30  0.2346
C  7.26  18.20  -9.50  0.4957
O  7.00  18.07  -8.10  -0.5988
H  7.98  17.44  -9.81  -0.5438
H  6.27  18.06  -9.95  0.2936
H  7.68  19.19  -9.62  0.0422
H  7.78  17.83  -7.59  0.3387
C  12.53  22.33  -9.49  -0.7410
O  12.38  21.17  -8.76  -0.4745
H  11.55  22.79  -9.65  0.3884
H  13.17  22.93  -8.85  0.2352
H  12.92  22.10  -10.48  0.2573
H  11.43  21.03  -8.72  0.3359
C  10.01  16.58  -5.98  -0.3984
O  8.77  17.31  -6.02  -0.4865
H  10.05  15.64  -6.52  0.1965
H  10.75  17.18  -6.51  0.0458
H  10.34  16.26  -4.99  0.3529
H  8.29  17.11  -5.20  0.2453
C  8.64  14.34  -9.97  -0.0375
O  9.83  13.73  -10.44  -0.5537
H  8.59  14.16  -8.90  0.3404
H  8.63  15.42  -10.13  -0.4810
H  7.73  14.00  -10.47  0.2758
H  9.93  12.83  -10.14  0.2966
C  12.21  20.63  -12.82  0.1497
O  12.87  21.87  -13.13  -0.5541
H  11.24  20.58  -13.31  0.0079
H  12.88  19.83  -13.13  0.2171
H  12.06  20.39  -11.77  -0.1606
H  13.78  21.69  -13.36  0.3226
C  11.06  15.01  -13.04  -0.9324
O  10.13  15.76  -12.32  -0.3981
H  11.80  14.36  -12.57  0.3225
H  10.55  14.39  -13.78  0.3654
H  11.65  15.75  -13.59  0.3301
H  9.79  15.13  -11.68  0.1990
C  10.98  17.87  -9.92  -0.3601
O  10.23  17.96  -11.08  0.2857
H  10.63  18.53  -9.13  0.2892
H  11.05  16.84  -9.58  0.3511
H  11.99  18.26  -10.04  -0.3244
H  10.19  17.09  -11.48  0.0055

The structure (SMILES) is CC(C)O.CC(C)O.CC(C)O.CO.CO.CO.CO.CO.CO.CO.CO. The calculation puts the LUMO energy at 0.10 eV. The HOMO energy comes out at -0.344 Eh.

3) The following is a quantum chemistry calculation of a 11-piece molecular cluster, C17H56O11 overall, from OMol25.

Last column: Mulliken charge in e.
Atoms and positions in Å:
C  -0.27  3.49  1.65  -0.7502
C  -0.30  2.70  2.92  0.4473
C  -1.69  2.34  3.45  -1.2409
O  0.43  1.54  2.80  -0.6092
H  0.72  3.89  1.46  0.1227
H  -0.85  4.41  1.64  0.5141
H  -0.69  2.94  0.80  -0.1227
H  0.31  3.27  3.62  0.3492
H  -2.23  1.76  2.70  0.0945
H  -2.31  3.19  3.73  0.4360
H  -1.60  1.81  4.39  0.3355
H  0.19  1.11  1.98  0.2311
C  2.05  5.01  -1.10  -1.2488
C  3.06  3.86  -1.32  0.6631
C  3.32  3.04  0.01  -0.8597
O  2.50  3.02  -2.34  -0.5271
H  2.14  5.56  -0.17  0.3943
H  1.03  4.62  -1.19  0.1702
H  2.16  5.75  -1.89  0.3163
H  4.02  4.30  -1.58  0.2814
H  4.27  2.51  -0.04  0.2307
H  2.50  2.39  0.30  -0.0199
H  3.40  3.80  0.80  0.4308
H  3.10  2.35  -2.69  0.2560
C  -2.79  -1.94  2.80  -1.2370
C  -3.51  -3.33  2.71  1.0029
C  -3.17  -4.29  3.84  -1.3745
O  -4.82  -3.03  2.92  -0.5730
H  -2.61  -1.55  1.80  0.1723
H  -1.77  -2.12  3.15  0.1805
H  -3.27  -1.29  3.53  0.5541
H  -3.36  -3.79  1.73  0.0130
H  -3.44  -3.84  4.80  0.3288
H  -2.12  -4.55  3.90  0.2501
H  -3.67  -5.25  3.72  0.3738
H  -5.04  -2.15  2.59  0.3024
C  0.94  -2.54  2.04  0.3831
O  0.69  -3.85  2.43  -0.5348
H  -0.02  -2.08  1.82  -0.2107
H  1.48  -1.93  2.76  0.3725
H  1.35  -2.57  1.03  -0.2850
H  0.31  -3.83  3.31  0.3089
C  -3.32  0.04  -1.92  -0.2492
O  -3.11  0.71  -0.68  -0.4055
H  -3.17  0.75  -2.73  0.1942
H  -2.62  -0.77  -2.11  -0.1231
H  -4.36  -0.27  -1.89  0.3824
H  -3.86  1.30  -0.61  0.2453
C  4.64  -0.44  -0.02  -0.2611
O  4.50  -0.73  -1.40  -0.5679
H  5.34  0.39  0.12  0.3197
H  3.66  -0.06  0.28  -0.1456
H  4.77  -1.32  0.60  0.1859
H  3.72  -1.28  -1.53  0.4669
C  -1.19  3.25  -2.50  -0.5113
O  -0.07  2.80  -3.23  -0.5891
H  -1.14  4.34  -2.42  0.3487
H  -2.15  3.08  -2.98  0.2949
H  -1.19  2.77  -1.52  0.0607
H  0.75  3.03  -2.80  0.2588
C  3.28  -3.85  -0.65  -0.7239
O  2.69  -2.67  -1.23  -0.3532
H  3.62  -4.57  -1.40  0.2993
H  4.10  -3.66  0.04  0.2678
H  2.51  -4.43  -0.14  0.2992
H  1.93  -2.89  -1.78  0.1734
C  -0.82  -0.48  -4.85  -0.4928
O  0.36  0.09  -4.30  -0.4610
H  -1.43  -0.92  -4.06  0.0750
H  -1.40  0.30  -5.34  0.3108
H  -0.55  -1.25  -5.57  0.2842
H  0.18  1.01  -4.09  0.3400
C  -1.41  -3.52  -1.00  -0.3330
O  -1.38  -3.28  -2.40  -0.5497
H  -2.34  -3.22  -0.51  0.1515
H  -1.29  -4.59  -0.80  0.3873
H  -0.66  -2.95  -0.46  -0.0230
H  -0.49  -2.96  -2.56  0.3149
C  0.58  0.23  -0.51  0.7148
O  -0.46  0.45  0.47  0.5197
H  1.59  0.36  -0.12  -0.6017
H  0.49  -0.80  -0.86  -0.1239
H  0.59  0.83  -1.41  0.1219
H  -1.32  0.47  0.05  -0.4244

The structure (SMILES) is CC(C)O.CC(C)O.CC(C)O.CO.CO.CO.CO.CO.CO.CO.CO. The calculation puts the LUMO energy at 0.26 eV. The HOMO energy comes out at -0.355 Eh.

1) wins, 122.6 kJ/mol ahead of the next structure.

1) The following is a quantum chemistry calculation of C5H10NO7S2 as an isolated structure, from OMol25.

Last column: natural (NBO) charge in e.
Atoms and positions in Å:
C  -0.91  -2.18  1.44  0.7095
C  0.30  0.14  -1.20  -0.4305
C  -1.14  0.56  0.51  -0.4477
C  1.06  -0.01  1.03  -0.4348
C  -0.41  -1.65  0.13  -0.3606
N  -0.08  -0.28  0.03  -0.2641
O  -1.85  -2.99  1.30  -0.6843
O  -2.17  0.66  -2.73  -1.0269
O  -0.55  -1.61  2.48  -0.7394
O  -1.05  -3.80  -1.18  -0.9724
O  -3.35  -0.70  -1.15  -1.0451
O  -3.55  -1.24  -3.44  -0.9845
O  -1.49  -1.67  -2.28  -0.9624
S  -1.81  -2.61  -0.89  1.6485
S  -2.74  -0.67  -2.47  2.5883
H  0.75  -0.64  -1.70  0.2258
H  -0.52  0.43  -1.78  0.2878
H  1.02  0.98  -1.20  0.1961
H  -1.49  0.55  1.47  0.2430
H  -0.85  1.60  0.23  0.2012
H  -1.95  0.14  -0.11  0.2862
H  0.76  -0.58  1.85  0.2816
H  2.07  -0.43  0.75  0.2041
H  1.17  1.00  1.37  0.2099
H  0.57  -2.47  -0.20  0.2707

The calculation puts the LUMO energy at 2.88 eV. The HOMO energy comes out at -0.201 Eh. As for the total charge: -1.

2) The following is a quantum chemistry calculation of an isolated ion of composition C5H10NO7S2 and charge -1, from OMol25.

Last column: natural (NBO) charge in e.
Atoms and positions in Å:
C  -2.74  -3.97  -1.11  -0.6626
C  -1.42  -3.10  -1.65  -0.0890
O  -0.84  -2.27  -0.58  -0.6632
S  -1.68  -0.80  -0.38  2.2262
O  -2.57  -0.38  -1.57  -0.9120
O  -2.58  -0.74  0.90  -0.8928
N  -0.43  0.47  -0.24  -1.0774
S  0.27  0.45  1.38  2.0191
O  -0.64  1.20  2.42  -0.9454
O  0.55  -0.99  1.92  -0.9503
C  1.94  1.36  1.37  -0.5961
C  1.63  2.85  0.74  -0.5501
C  2.89  3.48  -0.14  0.7920
O  3.96  2.73  -0.50  -0.5691
O  2.76  4.93  -0.48  -0.7456
H  -2.27  -4.78  -0.36  0.2033
H  -3.48  -3.32  -0.47  0.2471
H  -3.24  -4.60  -1.96  0.2053
H  -1.61  -2.55  -2.66  0.2119
H  -0.60  -3.94  -1.89  0.1839
H  2.68  0.75  0.70  0.2683
H  2.28  1.38  2.50  0.2582
H  1.38  3.57  1.66  0.2480
H  0.65  2.86  0.06  0.2996
H  3.11  5.42  0.33  0.4906

The structure (SMILES) is CCOS(=O)(=O)N=[S@@](=O)([O-])CCC(=O)O. The calculation puts the LUMO energy at 2.37 eV. The HOMO energy comes out at -0.202 Eh. As for the total charge: -1.

1) wins, 306.7 kJ/mol ahead of the next structure.